Entry from the Open Molecules 2025 dataset: a molecular structure, C6H13N2S in a non-equilibrium geometry (ωB97M-V/def2-TZVPD).

CARTESIAN COORDINATES (ANGSTROEM)
C  0.70  1.51  -0.66
C  0.03  -0.09  1.41
C  -0.77  1.70  -1.24
C  0.06  -1.57  1.55
C  0.92  0.31  0.16
C  0.79  -1.07  -0.62
N  -1.58  0.50  -1.00
N  0.64  -2.05  0.24
S  -1.23  -0.96  -1.70
H  1.46  1.46  -1.43
H  0.84  2.44  -0.14
H  -0.95  0.33  1.33
H  0.49  0.39  2.30
H  -1.30  2.64  -0.65
H  -0.77  2.04  -2.30
H  0.50  -2.10  2.52
H  -1.00  -1.96  1.68
H  1.91  0.35  0.52
H  1.32  -0.98  -1.57
H  0.94  -3.04  0.00
H  -2.55  0.75  -1.01
H  -1.85  -1.71  -0.57

## Properties
- energy relative to the best compared isomer or geometry (same formula, charge and spin) (kcal per mole) = 78.83
- total charge = +1
- gap between HOMO and LUMO (hartree) = 0.3326
- LUMO (eV) = -3.56
- spin multiplicity = 1
- highest occupied orbital energy (eV) = -12.61